1.
Entry from the OMol25 dataset: C58H65GeIrN3O7SSe as an isolated structure (wB97M-V/def2-TZVPD).

## Properties
net charge: -1
LUMO: 1.4 eV
orbital gap: 7.035 eV
relative energy (zero: lowest compared OMol25 entry of this formula, charge and spin): 0.0000 eV

Each line ends with the Löwdin charge.
Atoms and positions in Å:
Ir1 0.06558 0.29849 -0.82561  1.25
C1 -1.61765 7.46607 -0.26978  -0.05
C2 -1.97300 6.68423 1.00319  -0.56
C3 -3.49890 6.53670 1.09312  -0.05
C4 -1.49655 7.49685 2.20748  -0.07
C5 -1.33639 5.29484 0.95647  -0.18
C6 -1.56956 4.45853 -0.12118  -0.07
C7 -1.01940 3.18740 -0.14724  -0.37
Se1 -1.32742 2.03603 -1.64367  1.21
C8 -2.96135 1.17930 -1.14811  -0.37
C9 -4.18196 1.72960 -1.50238  -0.07
C10 -5.35475 1.10693 -1.11286  -0.18
C11 -5.22780 -0.08289 -0.38613  0.03
C12 -4.01765 -0.66374 -0.03017  -0.08
C13 -2.82696 0.00021 -0.41663  -0.35
O1 -1.64112 -0.46908 -0.08360  -0.25
C14 -3.93818 -1.97210 0.75674  -0.53
C15 -3.14275 -3.01972 -0.03781  -0.03
C16 -3.25266 -1.72923 2.11092  -0.03
C17 -5.32550 -2.55684 1.03237  -0.07
C18 -6.70634 1.73299 -1.46289  -0.56
C19 -7.88015 0.85041 -1.03727  -0.07
C20 -6.83779 3.08542 -0.74774  -0.05
C21 -6.80448 1.95468 -2.97930  -0.05
C22 -0.20700 2.67403 0.86780  -0.35
O2 0.30967 1.46096 0.82035  -0.27
C23 0.04709 3.52367 1.97583  -0.08
C24 -0.52381 4.78909 1.97644  0.03
C25 0.94170 3.04497 3.12567  -0.53
C26 1.08231 4.10129 4.22443  -0.07
C27 2.35249 2.74527 2.59121  -0.04
C28 0.34826 1.78334 3.77380  -0.04
H1 -2.00841 8.48537 -0.20962  0.08
H2 -2.04331 7.00122 -1.16096  0.08
H3 -0.53533 7.51887 -0.40296  0.09
H4 -3.98163 7.51823 1.07930  0.08
H5 -3.78294 6.02485 2.01528  0.09
H6 -3.88833 5.95455 0.25546  0.07
H7 -1.95877 8.48608 2.18385  0.08
H8 -0.41253 7.63194 2.19716  0.09
H9 -1.77587 7.02292 3.15116  0.08
H10 -2.18802 4.78153 -0.95284  0.11
H11 -4.20335 2.65297 -2.07294  0.11
H12 -6.13268 -0.59104 -0.08768  0.08
H13 -2.09173 -2.74627 -0.11447  0.07
H14 -3.55065 -3.12933 -1.04735  0.10
H15 -3.21033 -3.98714 0.46316  0.07
H16 -2.24725 -1.33420 1.97434  0.07
H17 -3.18678 -2.67078 2.66513  0.08
H18 -3.82834 -1.01882 2.71019  0.09
H19 -5.86142 -2.78436 0.10675  0.09
H20 -5.94157 -1.88311 1.63325  0.08
H21 -5.21207 -3.48892 1.59046  0.08
H22 -7.89681 0.69314 0.04352  0.08
H23 -7.84671 -0.12580 -1.52679  0.09
H24 -8.81839 1.33487 -1.31636  0.08
H25 -6.80208 2.95286 0.33575  0.09
H26 -7.78504 3.56726 -1.00697  0.08
H27 -6.02616 3.75995 -1.02761  0.07
H28 -6.65385 1.01645 -3.51731  0.09
H29 -6.05674 2.66737 -3.33200  0.07
H30 -7.78956 2.34989 -3.24236  0.08
H31 -0.32278 5.42724 2.82409  0.08
H32 1.56745 5.01004 3.85953  0.09
H33 1.70227 3.69445 5.02663  0.08
H34 0.11552 4.37115 4.65629  0.08
H35 2.79047 3.64009 2.14221  0.09
H36 2.32589 1.95970 1.83901  0.06
H37 3.00276 2.42220 3.41109  0.08
H38 -0.61055 2.01401 4.24545  0.09
H39 1.02627 1.41503 4.55075  0.08
H40 0.19094 0.99575 3.03925  0.07
O3 5.94186 3.14184 -6.70684  -0.37
S1 7.24698 3.40200 -6.13121  0.39
O4 8.35043 2.73045 -6.78829  -0.37
O5 7.49203 4.78926 -5.77020  -0.36
C29 7.17404 2.61126 -4.48533  -0.32
N1 8.33425 2.40763 -3.84180  0.12
C30 8.24787 1.86123 -2.64460  -0.12
C31 7.04086 1.50536 -2.05514  -0.01
C32 5.90163 1.76575 -2.79266  -0.23
N2 5.96787 2.31343 -3.99622  0.16
C33 4.52421 1.45139 -2.31459  -0.12
C34 4.26192 0.92143 -1.05935  0.02
C35 2.96134 0.63987 -0.68828  -0.10
N3 1.92797 0.86980 -1.50447  -0.11
C36 2.17261 1.38194 -2.71730  -0.09
C37 3.44237 1.68438 -3.15470  0.03
H41 9.18587 1.69357 -2.12183  0.11
H42 7.01669 1.05083 -1.07416  0.10
H43 5.04970 0.71670 -0.35315  0.11
H44 2.72871 0.22368 0.28168  0.11
H45 1.30553 1.53794 -3.34508  0.11
H46 3.61538 2.09897 -4.13927  0.13
O6 0.83618 -1.81297 -0.61112  -0.07
C38 0.53293 -1.97353 -1.82756  -0.62
O7 -0.01372 -0.99820 -2.43656  -0.11
C39 0.83577 -3.26648 -2.52103  -0.15
C40 2.05149 -4.01084 -1.94795  -0.23
Ge1 2.02289 -4.61479 -0.06193  1.03
C41 2.67866 -3.37527 1.30112  -0.27
C42 4.04330 -3.10234 1.39015  -0.13
C43 4.53875 -2.22992 2.35432  -0.09
C44 3.67047 -1.60553 3.23834  -0.09
C45 2.30486 -1.85745 3.15438  -0.08
C46 1.81658 -2.73356 2.19431  -0.11
C47 0.28114 -5.36775 0.40717  -0.25
C48 -0.57196 -5.88243 -0.56809  -0.11
C49 -1.74419 -6.54260 -0.22252  -0.09
C50 -2.08965 -6.68894 1.11304  -0.10
C51 -1.25201 -6.18332 2.09835  -0.09
C52 -0.07364 -5.53873 1.74660  -0.10
C53 3.22097 -6.17935 -0.01361  -0.25
C54 4.14367 -6.39952 1.00868  -0.11
C55 4.92807 -7.54749 1.03353  -0.09
C56 4.80110 -8.50020 0.03352  -0.10
C57 3.87884 -8.30489 -0.98650  -0.09
C58 3.09898 -7.15693 -1.00387  -0.11
H47 0.96079 -3.04404 -3.58164  0.13
H48 -0.06678 -3.87747 -2.43650  0.10
H49 2.95354 -3.40461 -2.07637  0.08
H50 2.21479 -4.91575 -2.53727  0.06
H51 4.73921 -3.57991 0.70734  0.10
H52 5.60452 -2.04041 2.41320  0.10
H53 4.05100 -0.91664 3.98315  0.10
H54 1.61808 -1.35633 3.82620  0.10
H55 0.74692 -2.89546 2.12332  0.10
H56 -0.31621 -5.79510 -1.61856  0.09
H57 -2.39049 -6.93595 -0.99784  0.10
H58 -3.00800 -7.19448 1.38572  0.10
H59 -1.51202 -6.29869 3.14343  0.10
H60 0.57801 -5.16757 2.53047  0.09
H61 4.25188 -5.67331 1.80570  0.09
H62 5.63913 -7.69610 1.83723  0.10
H63 5.41381 -9.39295 0.04995  0.10
H64 3.76678 -9.04724 -1.76739  0.10
H65 2.37594 -7.03159 -1.80441  0.09

---

2.
Entry from the OMol25 dataset: C58H67BO6S as an isolated structure (wB97M-V/def2-TZVPD).

## Properties
LUMO: 0.1 eV
orbital gap: 8.952 eV

Each line ends with the Löwdin charge.
Atoms and positions in Å:
C1 -2.48661 -3.39847 0.74916  -0.12
C2 -2.92756 -2.73856 2.13317  -0.19
C3 -4.31281 -1.98576 1.91041  -0.20
O1 -4.13781 -0.56861 2.04386  -0.14
C4 -4.65058 -0.04765 3.26080  -0.12
C5 -5.60027 1.19411 3.09768  -0.31
C6 -5.05637 2.53825 2.45054  -0.03
C7 -3.61269 2.47190 1.87382  -0.14
C8 -2.42092 2.20410 2.67268  -0.05
C9 -1.07354 2.10520 2.15390  -0.07
C10 -0.88072 2.28679 0.72461  -0.08
C11 -2.02305 2.59974 -0.11175  -0.04
C12 -3.38795 2.69981 0.43054  -0.18
C13 -4.52204 3.04844 -0.58043  -0.06
O2 -5.78447 1.60551 4.51790  -0.19
S1 -7.33175 2.14672 4.71645  0.73
O3 -8.03875 1.40906 5.74350  -0.25
O4 -7.45070 3.58672 4.81727  -0.24
O5 -7.93532 1.86074 3.17860  -0.15
C14 -7.08005 0.79064 2.71806  -0.18
B1 -7.38484 0.05505 1.31594  -0.35
O6 -8.63480 -0.59185 1.20594  0.13
C15 -6.44135 0.01524 0.02366  -0.15
C16 -7.21605 0.47399 -1.29179  -0.09
H1 -1.68033 -4.16200 0.88065  0.07
H2 -2.12671 -2.60560 0.03393  0.08
H3 -3.39624 -3.84825 0.26807  0.07
H4 -2.11789 -1.99431 2.37064  0.11
H5 -3.03119 -3.52444 2.91922  0.10
H6 -5.15715 -2.41751 2.50453  0.13
H7 -4.57436 -2.16551 0.82677  0.10
H8 -3.78974 0.28612 3.91061  0.13
H9 -5.20856 -0.79903 3.88775  0.15
H10 -5.03900 3.32666 3.25436  0.14
H11 -5.75917 2.94147 1.67164  0.12
H12 -2.59514 2.04123 3.76798  0.11
H13 -0.26238 1.86894 2.87750  0.10
H14 0.13516 2.18620 0.28803  0.08
H15 -1.89519 2.75015 -1.20649  0.10
H16 -5.07750 2.15746 -0.95889  0.05
H17 -5.24092 3.82007 -0.18549  0.09
H18 -4.04927 3.53391 -1.48183  0.08
H19 -7.28094 -0.03055 3.48272  0.16
H20 -8.53668 -1.23742 0.47944  0.10
H21 -6.17174 -1.07452 -0.13634  0.10
H22 -5.45244 0.52980 0.16616  0.08
H23 -7.81693 1.38073 -1.04651  0.09
H24 -7.87227 -0.38965 -1.59303  0.08
H25 -6.45551 0.63149 -2.09365  0.08
C17 4.14185 0.42479 -1.13895  -0.09
C18 5.03696 -0.41005 -0.48199  -0.09
C19 4.67045 -1.02272 0.71014  -0.09
C20 3.40413 -0.80783 1.24066  -0.10
C21 2.50748 0.02429 0.58177  -0.10
C22 2.87740 0.64406 -0.60572  -0.10
H26 4.43001 0.90488 -2.06713  0.09
H27 6.02246 -0.58287 -0.89969  0.10
H28 5.37146 -1.66871 1.22563  0.10
H29 3.11632 -1.28939 2.16800  0.10
H30 1.51862 0.19055 0.99508  0.09
H31 2.17964 1.29754 -1.11700  0.09
C23 8.73384 -0.19390 -4.16738  -0.09
C24 7.80704 -1.17026 -3.82343  -0.12
C25 6.45288 -0.95402 -4.04805  -0.11
C26 6.02634 0.23566 -4.62592  -0.10
C27 6.95375 1.21083 -4.97343  -0.09
C28 8.30674 0.99815 -4.74048  -0.09
H32 9.78990 -0.36159 -3.98896  0.10
H33 8.14040 -2.10116 -3.37893  0.10
H34 5.72958 -1.71331 -3.77354  0.11
H35 4.97038 0.40256 -4.80560  0.10
H36 6.62074 2.13824 -5.42574  0.10
H37 9.02928 1.76089 -5.00646  0.08
C29 7.94600 -6.20259 -6.06422  -0.10
C30 6.59801 -6.38489 -6.34768  -0.10
C31 5.75967 -5.28415 -6.47832  -0.10
C32 6.27195 -4.00015 -6.33486  -0.10
C33 7.62062 -3.81809 -6.05513  -0.10
C34 8.45689 -4.91864 -5.91553  -0.09
H38 8.59909 -7.06126 -5.95904  0.10
H39 6.19993 -7.38612 -6.46620  0.10
H40 4.70695 -5.42681 -6.69293  0.10
H41 5.61946 -3.14096 -6.44134  0.10
H42 8.02025 -2.81719 -5.94503  0.09
H43 9.50828 -4.77606 -5.69189  0.09
C35 -8.71078 -0.06160 9.62979  -0.09
C36 -9.14209 0.31549 10.89605  -0.10
C37 -9.55696 1.62110 11.12893  -0.10
C38 -9.54942 2.54720 10.09240  -0.11
C39 -9.12119 2.16857 8.82520  -0.11
C40 -8.69801 0.86614 8.59426  -0.10
H44 -8.38428 -1.07933 9.44919  0.10
H45 -9.15432 -0.40886 11.70260  0.10
H46 -9.88729 1.91702 12.11794  0.10
H47 -9.87784 3.56451 10.27247  0.10
H48 -9.11700 2.89076 8.01619  0.11
H49 -8.35995 0.57412 7.60821  0.07
C41 13.60690 -5.60030 -5.17476  -0.10
C42 12.53014 -5.03954 -4.49924  -0.10
C43 12.26077 -3.68171 -4.62526  -0.11
C44 13.06322 -2.88701 -5.43494  -0.10
C45 14.13763 -3.44887 -6.11327  -0.10
C46 14.41230 -4.80433 -5.98013  -0.10
H50 13.81880 -6.65832 -5.07373  0.10
H51 11.90026 -5.66114 -3.87297  0.10
H52 11.42446 -3.24278 -4.09293  0.09
H53 12.85060 -1.82914 -5.53717  0.10
H54 14.76238 -2.82912 -6.74605  0.10
H55 15.25365 -5.24102 -6.50511  0.10
C47 -14.29074 0.31386 6.04707  -0.10
C48 -12.96708 0.51346 5.67358  -0.10
C49 -12.05111 1.00687 6.59484  -0.08
C50 -12.45687 1.29181 7.89302  -0.08
C51 -13.77962 1.08879 8.26757  -0.09
C52 -14.69779 0.60387 7.34384  -0.10
H56 -15.00573 -0.06789 5.32727  0.10
H57 -12.64900 0.28487 4.66269  0.10
H58 -11.01968 1.16884 6.30168  0.09
H59 -11.74139 1.67191 8.61204  0.08
H60 -14.09544 1.30965 9.28089  0.10
H61 -15.73062 0.45072 7.63475  0.10
C53 11.49706 5.00706 -6.97262  -0.10
C54 10.57023 4.03100 -6.62855  -0.10
C55 9.21639 4.24758 -6.85315  -0.09
C56 8.78985 5.43705 -7.43113  -0.09
C57 9.71702 6.41158 -7.77856  -0.10
C58 11.07017 6.19874 -7.54561  -0.10
H62 12.55278 4.83923 -6.79428  0.10
H63 10.90385 3.10012 -6.18386  0.09
H64 8.49288 3.48865 -6.57870  0.08
H65 7.73421 5.60408 -7.61078  0.10
H66 9.38441 7.33873 -8.23086  0.10
H67 11.79258 6.96127 -7.81178  0.10